C40H51BrN5O2STi as an isolated structure. Source: the OMol25 dataset; level of theory: ωB97M-V with the def2-TZVPD basis set.

Structure (XYZ):
```
101
Properties=species:S:1:pos:R:3
Ti 0.95 -0.28 -0.08
N 4.84 -2.51 0.52
C 3.59 -2.00 0.53
S 3.38 -0.41 -0.17
N 2.64 -2.71 1.04
N 1.40 -2.11 1.01
C 0.51 -2.82 1.63
C -0.87 -2.50 1.87
C -1.69 -3.41 2.55
C -3.00 -3.10 2.83
C -3.52 -1.87 2.45
C -2.73 -0.95 1.78
C -1.41 -1.26 1.48
O -0.63 -0.41 0.83
H 5.58 -2.03 0.03
H 4.98 -3.45 0.83
H 0.87 -3.76 2.04
H -1.27 -4.36 2.85
H -3.63 -3.81 3.36
H -4.55 -1.62 2.67
H -3.13 0.01 1.47
C 3.67 3.24 5.54
C 2.50 3.87 4.77
C 1.30 4.06 5.71
C 2.94 5.24 4.25
C 2.10 2.94 3.64
C 1.67 1.64 3.92
C 1.32 0.79 2.89
N 1.39 1.16 1.61
C 1.79 2.40 1.31
C 2.14 3.31 2.30
C 1.82 2.70 -0.14
C 2.19 3.92 -0.66
C 2.22 4.13 -2.04
C 1.86 3.05 -2.84
C 1.49 1.85 -2.26
N 1.46 1.67 -0.93
C 2.64 5.48 -2.59
C 2.60 5.50 -4.12
C 1.68 6.55 -2.06
C 4.07 5.78 -2.12
H 3.97 3.90 6.35
H 4.53 3.09 4.88
H 3.40 2.28 5.97
H 1.58 4.72 6.53
H 0.98 3.11 6.15
H 0.45 4.50 5.18
H 3.21 5.87 5.10
H 2.13 5.75 3.72
H 3.81 5.17 3.60
H 1.60 1.28 4.94
H 0.98 -0.22 3.08
H 2.46 4.30 2.02
H 2.47 4.72 0.01
H 1.86 3.12 -3.92
H 1.22 1.01 -2.87
H 1.60 5.31 -4.51
H 3.29 4.78 -4.55
H 2.91 6.49 -4.47
H 0.65 6.35 -2.37
H 1.97 7.53 -2.45
H 1.70 6.61 -0.97
H 4.77 5.03 -2.48
H 4.14 5.83 -1.03
H 4.38 6.75 -2.51
C -1.47 -2.36 -7.68
C -2.10 -1.32 -6.75
C -1.98 0.05 -7.42
C -3.58 -1.67 -6.56
C -1.41 -1.28 -5.39
C -1.84 -0.38 -4.42
C -1.21 -0.33 -3.20
Br -1.88 0.91 -1.93
C -0.12 -1.15 -2.88
O 0.49 -0.96 -1.68
C 0.31 -2.10 -3.82
C -0.35 -2.11 -5.05
C 1.43 -3.13 -3.63
C 1.97 -3.25 -2.20
C 0.90 -4.52 -4.02
C 2.60 -2.75 -4.55
H -1.99 -2.35 -8.64
H -1.56 -3.37 -7.27
H -0.42 -2.15 -7.88
H -2.47 0.04 -8.39
H -0.93 0.32 -7.57
H -2.45 0.84 -6.82
H -4.09 -1.70 -7.52
H -4.09 -0.93 -5.94
H -3.69 -2.65 -6.08
H -2.68 0.27 -4.61
H 0.00 -2.82 -5.78
H 1.17 -3.45 -1.49
H 2.50 -2.35 -1.90
H 2.68 -4.08 -2.16
H 0.04 -4.79 -3.40
H 1.68 -5.26 -3.85
H 0.60 -4.59 -5.06
H 3.01 -1.78 -4.27
H 2.30 -2.71 -5.60
H 3.40 -3.49 -4.46
```

Computed properties:
- HOMO energy (eV) = -10.391
- energy above the lowest of the compared OMol25 structures with the same formula, charge and spin (kcal/mol) = 0.0
- F_max (eV/Å) = 0.49
- E_tot (eV) = -157847.7392
- net charge = +1
- molar mass (g/mol) = 793.72